1.
Here is the molecule C7H10INO3S from OMol25. Energies are from ωB97M-V/def2-TZVPD.

Geometry as ORCA input:
```
! RIJCOSX wB97M-V def2-TZVPD def2/J DEFGRID3
* xyz 0 1
C 0.5980 1.5785 -0.0383
O -2.4682 -1.3240 -1.1474
C 1.0269 -2.9217 -0.4494
H 1.7831 -1.0749 -1.1489
O -1.6871 0.8009 0.0132
C 1.8620 -2.2192 0.5668
C 1.0721 -1.4463 -0.4777
H 2.8609 -2.1779 0.4456
H 0.1322 -3.3052 -0.1180
C -0.3648 0.4700 -0.0903
N -0.0851 -0.7392 -0.1956
H 1.5195 -2.0386 1.5301
H 0.8933 3.3720 1.2491
H 0.8109 3.6100 -1.0883
H -0.6449 2.6068 1.6035
O -2.4652 -1.1433 1.4191
C 0.2528 2.7484 0.8471
C 0.0258 2.8733 -0.5766
H 1.7211 1.3567 -0.1540
S -2.5733 -0.6438 0.0935
I -4.7734 0.2610 0.0028
H 1.4867 -3.5186 -1.3753
H -0.9832 2.8750 -0.9109
*
```

The relative energy (zero: lowest compared OMol25 entry of this formula, charge and spin) comes out at 256.9 kJ/mol. The total energy is -1248.92751 a.u. The value obtained for the HOMO-LUMO gap is 8.349 eV. The calculation puts the HOMO energy at -0.3262 hartree. The LUMO energy comes out at -0.528 eV. The SMILES is O=S(=O)(I)O/C(=N/C1CC1)C1CC1.

---

2.
Here is a structure of composition C24H58IrP2Si4 from OMol25. Energies are from ωB97M-V/def2-TZVPD.

Geometry as ORCA input:
```
! RIJCOSX wB97M-V def2-TZVPD def2/J DEFGRID3
* xyz 2 6
C 2.0626 -1.5033 -1.5312
C 0.2910 -2.7989 -3.9150
H 3.5770 -3.5122 -4.8029
H 1.2796 1.6363 -5.1214
H -2.3681 -1.5618 4.7056
C 0.4885 1.1211 4.6461
H 0.9506 -3.3842 5.3196
H -4.4018 -0.5992 1.0489
C 2.1241 1.8241 2.0360
C -0.3138 -3.6013 -1.4479
H 0.5871 2.0940 5.1559
C -0.6970 2.8567 2.3756
C 2.7167 -2.8933 -4.5860
H -2.4715 -3.2610 0.7126
H 4.1255 -1.4798 -3.7527
H 1.4503 -4.7292 2.9815
H -1.8009 -3.7189 2.3008
C 2.2599 -3.0673 -1.6285
H -1.2570 -4.1413 -3.3688
C 0.5434 -1.3429 -4.0462
C -3.3813 -0.1865 1.0618
H 3.5646 -5.7351 -3.5672
C -0.8140 -3.2411 -2.9151
C 1.3870 -3.9120 2.2472
P 1.8739 -3.7032 -3.1549
C 3.2175 -1.4588 -4.3659
H -0.2480 3.7635 2.8018
H 3.5836 -2.2738 3.7840
H 3.4393 -5.4347 -1.8440
H 2.0168 -1.1269 -0.4409
H -0.8054 3.0260 1.2957
C 3.4844 -4.9395 -2.8275
H 1.3124 0.4969 5.0055
C 1.8984 0.7444 -5.2521
H -2.5566 0.1588 4.2663
H -1.5012 1.8425 -0.2235
H 3.5287 -1.0637 -5.3399
C 2.9050 -1.4978 3.3950
H 0.3511 -1.7272 5.4673
Si -2.2932 -1.2381 2.1897
P 2.0441 -0.1992 -3.6557
H -0.6596 -2.9794 4.6975
H 0.4902 -5.7938 -2.7680
H 0.5456 -4.1306 1.5745
H 3.0281 -1.1333 -1.9209
H 1.4449 0.1012 -6.0128
H -3.0172 -0.1686 0.0279
H 1.7752 -6.1019 -3.9619
H -1.6934 2.6876 2.7942
H 3.3297 -1.1315 2.4497
H 2.9188 1.2393 2.5058
Ir 0.8891 0.9001 0.3261
C 1.0443 -5.3633 -3.6263
H -1.3145 0.3658 -1.1171
Si 1.1842 -2.2487 3.1241
H 3.2105 -3.3252 -1.2004
H -3.4513 0.8501 1.4196
H -3.9011 -0.9696 4.0526
Si 0.4104 1.3918 2.7587
C -0.7688 1.2403 -0.7745
C 1.1239 -3.8688 -1.2679
H -0.8450 -4.5402 -1.1471
H 2.1424 2.9084 2.2154
H -3.5326 -3.3983 2.1266
Si -0.0012 -0.7091 1.6626
C 0.8954 -0.9323 -2.3236
H -0.6031 -2.8287 -0.7222
H -0.4467 1.7723 -1.6540
H 2.9015 -0.6722 4.1180
H -0.0128 -1.4052 -1.9653
H 3.4064 1.7967 -3.5269
H 3.3701 0.8882 -1.9527
H 0.0661 -3.1658 -4.9273
H 0.3327 -5.1855 -4.4506
C 0.3673 -2.6031 4.8050
H -0.2292 -0.6922 -4.4249
H 1.9433 1.8547 -2.4811
H 2.8980 1.0481 -5.5987
H -1.6578 -2.5364 -2.8489
H -0.4452 0.6681 5.0118
C -2.5338 -3.0751 1.7951
H 4.4324 -4.3838 -2.8574
H 1.9916 -2.9738 -5.4164
H 2.3207 -3.9347 1.6662
C -2.8067 -0.8706 3.9750
H 1.3666 -4.7300 -0.6726
C 2.7845 1.2264 -2.8189
H 2.3720 1.7382 0.9029
H 0.6396 0.0952 -2.0727
*
```

The relative energy (zero: lowest compared OMol25 entry of this formula, charge and spin) comes out at 791.2 kJ/mol. The total energy is -2893.22662 a.u. The value obtained for the HOMO-LUMO gap (alpha / beta) is 6.716 / 3.731 eV. The calculation puts the HOMO energy (alpha / beta) at -0.4460 / -0.4575 hartree. The LUMO energy (alpha / beta) comes out at -5.422 / -8.718 eV.

---

3.
Here is a structure of composition C21H34F9N4O6S3 from OMol25. Energies are from ωB97M-V/def2-TZVPD.

Geometry as ORCA input:
```
! RIJCOSX wB97M-V def2-TZVPD def2/J DEFGRID3
* xyz -1 1
H -4.0335 -5.7964 -0.4802
H -0.6354 -4.3691 -2.5191
C -1.1221 4.4817 2.8244
C -2.7282 -3.8752 -2.8949
H -3.2739 -3.4796 -3.7588
N 3.6799 -0.4490 -0.7359
H -2.0536 0.8084 4.7405
C -2.6284 3.8894 6.0425
C -0.1549 3.9520 -2.0421
H -0.5842 4.0182 6.7082
F 1.1843 3.8270 -0.1379
C -1.3193 -4.2532 -3.3577
H 5.3068 4.7923 -0.5012
F -0.1766 5.2294 -1.6092
H -4.2544 -5.5393 -4.1373
C -1.1291 4.0573 5.7610
C -4.9738 -6.9142 -2.6855
C -3.1686 -5.3211 -0.9534
O 6.1064 -0.9459 -1.3956
H 5.0308 2.6058 0.5386
H -2.0872 2.6803 3.4790
H -1.3077 -5.1713 -3.9487
C 6.0308 3.0452 -3.1004
F 0.6646 3.9118 -3.0784
H -3.2069 3.7292 5.1317
C 5.4755 3.9097 -1.1198
C 1.0875 1.7666 -1.2000
N -0.5058 3.1403 4.8246
C 5.4957 1.5669 -1.2765
C -1.0754 3.1146 3.4895
S 5.2617 -0.0766 -0.6311
H -5.8701 -6.3541 -2.4133
F 2.2705 2.1175 -1.7006
H -1.9743 -6.7094 0.1920
H 0.3653 1.9251 6.2745
F 0.0561 1.2514 -3.3060
O 0.7882 -1.3205 -3.6521
C -3.8867 -5.9862 -3.2093
F 1.3000 1.1275 -0.0331
H -0.9843 -0.1550 5.7491
H -3.0142 4.7953 6.5170
H -3.0064 -6.5894 -3.4802
H -1.0220 -5.7413 -0.9144
H -1.4633 4.3769 1.7952
O 3.6756 -0.1097 -3.2901
C 0.3136 3.0714 -0.8374
S 1.1032 -0.9372 -2.3077
H -2.9898 -4.4268 -0.3517
F -0.8708 0.5511 -1.5043
H 6.3093 3.1436 -4.1436
F -1.4027 3.6734 -2.3999
H -1.9956 -7.0867 -1.5260
H -5.2479 -7.6339 -3.4593
H -1.8130 5.1615 3.3272
S 3.2639 -0.9480 -2.1878
O 3.5718 -2.3174 -2.4561
C -1.3705 0.8540 5.5892
H -0.4534 2.4676 2.8654
H -2.8255 3.0662 6.7277
C -1.9693 -6.2660 -0.8070
H -0.9151 -3.4577 -3.9854
H -2.6557 -3.0340 -2.2003
O 5.5955 -0.0327 0.7605
C -0.2031 1.8176 5.3461
O 0.5332 -1.8896 -1.4008
F -0.7261 2.8561 -0.0268
H 0.4892 1.3386 4.6469
C 5.8776 1.7904 -2.5684
N -3.5544 -4.9139 -2.2933
H 6.0457 0.9297 -3.2074
H -1.9400 1.1201 6.4795
H -0.1333 4.9429 2.8054
C 0.3203 0.7695 -2.0917
H -4.6426 -7.4838 -1.8157
H -0.9662 5.0759 5.3981
C 5.3033 2.6971 -0.5042
N 5.8091 4.1380 -2.3766
*
```

The relative energy (zero: lowest compared OMol25 entry of this formula, charge and spin) comes out at 95.5 kJ/mol. The total energy is -3584.38388 a.u. The value obtained for the HOMO-LUMO gap is 8.658 eV. The calculation puts the HOMO energy at -0.2292 hartree. The LUMO energy comes out at 2.421 eV.

---

4.
Here is the molecule C4H11NS2 from OMol25. Energies are from ωB97M-V/def2-TZVPD.

Geometry as ORCA input:
```
! RIJCOSX wB97M-V def2-TZVPD def2/J DEFGRID3
* xyz 0 1
H 1.8844 -0.1074 -0.8647
H -0.5795 -1.0329 -0.9853
C -2.2396 0.0945 0.0713
C -0.8171 -0.5794 -0.0370
H -3.0252 -0.6679 -0.0272
H -0.8622 -1.4080 0.6773
H 2.6781 1.4172 1.0783
H 2.0554 0.1185 2.2273
S -2.4416 1.5341 -1.0225
N 0.2907 0.2595 0.4154
H 0.1834 1.3160 0.1105
H -2.5081 -0.4732 -2.9279
H 3.5633 -0.1052 1.1507
H -2.3286 0.3088 1.1285
H 1.6490 -1.3943 0.2572
C 1.6656 -0.2669 0.1721
S -1.7081 0.6138 -2.6534
C 2.5402 0.3728 1.2297
*
```

The relative energy (zero: lowest compared OMol25 entry of this formula, charge and spin) comes out at 126.0 kJ/mol. The total energy is -1010.09039 a.u. The value obtained for the HOMO-LUMO gap is 8.821 eV. The calculation puts the HOMO energy at -0.3070 hartree. The LUMO energy comes out at 0.466 eV. The SMILES is CCNCCSS.

---

5.
Here is a cluster of 40 separate species, H80O40 in total from OMol25. Energies are from ωB97M-V/def2-TZVPD.

Geometry as ORCA input:
```
! RIJCOSX wB97M-V def2-TZVPD def2/J DEFGRID3
* xyz 0 1
H -0.5174 0.7809 -1.6629
H -3.1690 0.3106 -3.1992
H 3.6954 2.3089 -0.2388
O -5.3364 4.3411 0.5528
H -5.5031 -1.7604 -1.4998
O 3.6035 -5.5128 -1.8777
O -4.5473 -0.2926 0.1108
H 1.1037 -0.7105 -1.6654
O -2.2081 -1.9045 -2.1410
H 2.8599 1.6252 0.9050
O 5.3908 2.1896 2.8473
H 5.2429 -3.5762 -1.2833
H 0.4431 -4.0575 1.7952
H 1.6692 -0.8819 0.2212
H 0.9230 6.6459 -1.2079
H 3.0907 4.3220 1.6754
O 3.4559 2.3273 0.6913
H -0.6279 -2.7333 0.6272
H 0.0216 3.3017 -4.7755
O 0.2865 -2.6411 5.1011
O -1.9298 5.0905 1.1845
H 5.9891 -0.5606 2.4735
H -4.2879 -1.0290 -0.4452
H -2.4297 1.5353 -3.7140
H -5.9984 1.5989 1.9517
H 2.6824 4.6359 3.1853
H 5.1678 -0.6432 -2.1761
H 0.4525 2.5778 2.7138
H 1.9681 -4.6373 -2.3139
H -2.3339 -0.2009 1.3324
H 4.6543 0.2170 0.1988
H -4.7761 1.6731 1.3217
H -4.8982 -2.5696 3.7302
H 2.6432 0.5409 5.0127
H -1.2933 -1.5437 1.1904
H -6.7566 -1.3064 -0.9843
O 0.8315 2.8035 -4.7553
H 1.7897 -0.5764 -3.6055
H -4.3958 2.7003 -1.8425
H -1.8338 -4.0246 -3.2311
O 0.4119 2.8374 0.3996
O -4.9144 -2.7607 0.3102
O -3.1701 3.6377 3.6799
H -1.7312 -2.6871 -1.8898
H -0.5955 0.9287 -0.2468
H -2.2606 0.9538 0.5670
H -5.4213 3.5263 0.0608
O 2.6024 3.4682 -1.7658
O -2.3278 -3.9305 -4.0570
O -4.7655 1.8248 -1.9842
O 5.5530 -1.1329 3.1093
O -0.3624 2.3181 3.1526
O -6.4199 -1.5950 -1.8435
H 2.3148 -2.2102 4.5179
H -0.3814 3.2474 0.0274
H -0.8311 -0.9539 -5.1502
H 1.5268 2.8684 -4.1110
O -5.3118 -1.9471 3.1337
O 2.0822 -1.2932 4.3746
H -4.2542 -3.3003 -0.1225
H -5.5613 1.8487 -2.5227
H -4.6450 -1.7451 2.4717
O -5.2355 2.2029 2.0066
H 3.4670 -0.2206 -0.9476
H -0.6317 1.4552 2.7894
H -1.4477 0.1250 -5.9954
H -5.2398 -2.9017 1.2022
H -2.1431 -2.9756 -4.1010
H 0.6965 -4.3706 -0.3262
H -2.0287 -1.0683 -1.7032
O 0.7916 -4.9580 0.4656
O -2.9576 -3.1757 3.1504
H 1.5144 -1.1331 -5.0196
O 1.5655 -1.3767 -4.0881
H 2.5133 -0.9408 3.5852
H -0.2588 -2.3460 4.3714
H -5.1420 4.0992 1.4675
H 3.9400 1.0470 -3.4188
O -1.0000 -0.7227 -6.0699
O 1.7757 -0.5118 1.1104
O -0.1365 -3.4471 2.3103
O 1.0243 -4.4185 -2.1747
H 3.6362 2.1883 -4.5116
O 0.1472 6.1365 -0.9711
H -1.8877 4.3468 1.7898
H 5.2068 2.9463 3.4180
H 0.0169 -2.1398 5.8740
H 5.9433 2.5240 2.1365
H 4.8607 -2.5623 -0.0414
H 1.7696 -1.9141 -2.0011
H 1.0534 2.9019 -0.3261
H 0.0585 -5.5760 0.3433
H -5.0519 0.2562 -0.5146
O 5.4577 -0.1917 -2.9882
H -0.6971 6.5737 -1.1296
H 5.5878 -0.6402 3.9367
H 2.5225 0.0457 0.9365
O -2.1718 0.7351 1.5086
O 4.2608 0.2847 -0.6715
H -2.6558 -3.7194 2.4175
O 3.3452 4.7354 2.5008
O -1.3360 -2.1034 0.4111
H 2.7086 3.3252 -0.8274
H -2.4731 3.3625 4.2890
O 2.0222 -1.0438 -1.6139
H -1.0843 5.3526 0.8047
O 3.3087 1.7040 -3.7499
H 0.1662 -3.0633 3.1308
H 0.8351 -4.0727 -3.0664
H 5.0123 -0.6378 -3.7194
O 4.5979 -3.0253 -0.8372
O -2.3424 0.5820 -3.6211
H 3.4971 1.4909 4.0992
H -2.9636 -3.6677 3.9769
O 3.4461 1.0952 4.9730
O -0.6322 0.1956 -0.8933
H 2.8306 2.7284 -2.3468
H 3.5103 -4.6548 -1.4257
H 2.9712 -5.9918 -1.3181
H -3.2039 2.8639 3.0993
*
```

The relative energy (zero: lowest compared OMol25 entry of this formula, charge and spin) comes out at 831.5 kJ/mol. The total energy is -3057.44064 a.u. The value obtained for the HOMO-LUMO gap is 9.808 eV. The calculation puts the HOMO energy at -0.3856 hartree. The LUMO energy comes out at -0.686 eV.

---

6.
Here is the molecule C17H28N2O5S2 from OMol25. Energies are from ωB97M-V/def2-TZVPD.

Geometry as ORCA input:
```
! RIJCOSX wB97M-V def2-TZVPD def2/J DEFGRID3
* xyz 0 1
N -4.9933 0.7744 -0.4597
C 5.5256 0.1393 0.4949
C -6.4679 -1.0696 0.2660
H 3.7872 -0.9099 1.2603
H -2.1552 1.5384 -2.2688
H 2.8792 2.6528 -0.9189
C 4.1004 0.1184 1.0828
H 5.3174 -1.8622 -0.3044
C 6.5211 -0.1676 1.6188
H 5.3779 3.0559 -1.0154
C -6.6333 -2.0973 1.3827
H 6.3278 -1.1534 2.0310
H -4.3006 -1.0983 0.2365
O -3.9536 2.9469 -1.0543
C -0.5150 0.3123 -1.5788
C -2.3040 1.0814 -0.1987
H -5.0078 0.0292 1.4206
C -0.5813 -0.2558 0.7698
O 1.8495 -1.9015 0.5542
H 4.8909 1.5311 -1.7780
H -7.2449 -0.3061 0.3627
H -2.2670 0.5492 1.8581
C -6.6009 -1.7398 -1.0995
O 5.8726 1.4512 0.0488
C -5.1100 -0.3723 0.4106
H -6.5610 -1.0056 -1.9002
C 3.0411 0.8229 0.2246
H -5.8020 -2.4640 -1.2476
H -6.5693 -1.6201 2.3571
C 0.0219 -0.3179 -0.4715
C 4.9557 2.0669 -0.8198
O 1.5349 -1.9510 -1.8909
S -3.8831 1.9318 -0.0489
H 3.6257 2.8346 0.6815
S 1.5645 -1.2048 -0.6691
H -0.1204 -0.7703 1.5984
H 6.7769 -1.0118 -0.8344
N 2.5957 0.0699 -0.9320
H 3.3197 -0.1792 -1.5862
C -1.6988 1.0186 -1.4409
H -0.0040 0.2287 -2.5242
H 2.1333 0.9478 0.8282
H -7.5521 -2.2618 -1.1690
C -1.7641 0.4558 0.9087
O -4.0891 2.2705 1.3246
C 5.7161 -0.9020 -0.6194
H 6.4339 0.5754 2.4065
H -4.9839 0.5718 -1.4460
H 4.1277 0.6375 2.0434
H -7.5995 -2.5887 1.3037
H 5.2241 -0.6124 -1.5444
H -5.8562 -2.8560 1.3182
H 7.5348 -0.1315 1.2303
C 3.5625 2.1982 -0.2021
*
```

The relative energy (zero: lowest compared OMol25 entry of this formula, charge and spin) comes out at 11.5 kJ/mol. The total energy is -1946.65616 a.u. The value obtained for the HOMO-LUMO gap is 9.854 eV. The calculation puts the HOMO energy at -0.3636 hartree. The LUMO energy comes out at -0.041 eV. The SMILES is CC(C)CNS(=O)(=O)c1ccc(S(=O)(=O)N[C@@H]2CCOC(C)(C)C2)cc1.

---

7.
Here is a structure of composition C8H32N2O8 from OMol25. Energies are from ωB97M-V/def2-TZVPD.

Geometry as ORCA input:
```
! RIJCOSX wB97M-V def2-TZVPD def2/J DEFGRID3
* xyz 0 1
C -5.5691 -3.9511 20.4556
O -3.8969 -6.0980 19.6300
H -7.8066 -7.9972 22.7502
H -2.7175 -5.6674 17.9608
H -2.6463 -4.5186 19.3066
H -3.8709 -9.1784 18.0949
C -6.2822 -5.6290 23.6876
O -4.9759 -5.0035 21.2609
O -4.9209 -8.0485 20.7432
H -6.7388 -5.2880 24.6168
C -3.2902 -5.2162 18.7710
H -6.2084 -8.2625 23.4065
H -6.3977 -4.2762 19.8264
H -5.3971 -6.1925 23.9828
H -3.6483 -6.0573 23.6034
H -5.5465 -8.3023 19.5727
H -4.5162 -7.9112 24.2935
H -6.4050 -11.5274 23.9192
H -8.8107 -8.3538 20.2944
H -9.1370 -6.8332 22.1234
H -5.8905 -6.4322 21.5605
H -4.7858 -3.6237 19.7720
H -4.7488 -5.7611 20.7168
H -3.4447 -6.7086 22.0120
H -4.4702 -6.6928 19.1410
N -7.1474 -8.5913 23.2324
H -6.3677 -7.0122 20.0233
C -7.5089 -9.8065 23.6032
O -8.5470 -7.5771 22.2653
H -7.0228 -6.2840 23.2288
H -5.8027 -3.1558 21.1634
C -6.1263 -7.3545 21.0296
H -9.9994 -8.7176 21.4310
O -5.6268 -8.1317 18.6314
C -3.3990 -6.9736 23.0683
O -4.4427 -7.8281 23.3400
H -4.4565 -8.1098 16.9555
C -4.4121 -8.2340 18.0374
H -5.6153 -10.0206 23.5717
H -5.4884 -4.5106 22.2099
H -3.9444 -4.5121 18.2568
O -6.0418 -4.3818 22.9837
O -8.6250 -10.2536 23.6628
H -2.4164 -7.2282 23.4656
H -8.4388 -9.5834 21.5258
H -7.0480 -7.7925 21.4125
H -4.4919 -8.0485 21.6020
C -8.9170 -8.6206 21.3459
N -6.4293 -10.5178 23.9039
H -3.7006 -7.4222 18.1886
*
```

The relative energy (zero: lowest compared OMol25 entry of this formula, charge and spin) comes out at 1006.9 kJ/mol. The total energy is -1034.95945 a.u. The value obtained for the HOMO-LUMO gap is 9.070 eV. The calculation puts the HOMO energy at -0.3157 hartree. The LUMO energy comes out at 0.480 eV.

---

Values of maximum force, in order: 0.1236; 0.1681; 0.0619; 0.0599; 0.0479; 0.0164; 0.2809, all in hartree/bohr.